Formula: C17H25N2OS2
Source: OMol25
Level of theory: wB97M-V/def2-TZVPD

Its charge is +1. The calculation puts the total energy at -1643.635943 hartree. As for the HOMO-LUMO gap: 8.013 eV. As for the largest force on an atom: 4.47 eV/Å.

Last column: Mulliken charge in e.
Atoms and positions in Å:
C: -3.074 -0.916 -2.329  -0.9514
N: -1.978 -0.723 -1.381  0.4383
C: -1.439 0.564 -1.039  0.2308
C: -0.933 1.318 -2.269  -1.6831
C: -2.494 1.433 -0.351  -1.3159
N: -0.298 0.188 -0.151  -0.1462
C: -0.683 -1.034 0.543  -0.2624
C: -1.447 -0.905 1.827  -0.9785
C: -0.767 -0.057 2.848  0.4629
C: 0.616 -0.167 3.046  -0.0239
C: 1.273 0.646 3.999  -0.7742
C: 0.545 1.561 4.770  -0.4448
C: -0.831 1.695 4.557  -0.5525
C: -1.494 0.886 3.603  -0.6074
C: -1.585 -1.701 -0.505  -0.0385
O: -1.753 -2.921 -0.613  -0.6527
H: -3.237 -1.981 -2.525  0.3754
H: -3.983 -0.443 -1.928  0.3359
H: -2.804 -0.385 -3.246  0.2967
H: -0.165 0.693 -2.767  0.3404
H: -1.756 1.487 -2.997  0.4863
H: -0.498 2.271 -1.946  0.3623
H: -2.931 0.948 0.536  0.2365
H: -2.028 2.356 0.002  0.3952
H: -3.299 1.710 -1.063  0.4392
H: -0.033 0.971 0.452  0.5504
H: 0.222 -1.622 0.685  0.8250
H: -2.451 -0.525 1.644  0.4695
H: -1.536 -1.939 2.203  0.4014
H: 1.204 -0.892 2.506  0.4836
H: 2.361 0.558 4.128  0.3775
H: 1.055 2.192 5.522  0.3609
H: -1.417 2.442 5.129  0.3532
H: -2.558 0.976 3.459  0.4158
C: 3.904 -1.334 -2.412  -0.4363
C: 4.089 -0.347 -1.277  -0.7152
S: 2.776 -0.537 0.028  -0.0166
C: 1.404 -0.121 -0.959  -0.0359
S: 1.122 -1.291 -2.205  -0.0437
C: 2.647 -0.976 -3.206  -0.6705
H: 4.789 -1.314 -3.086  0.3665
H: 3.839 -2.369 -2.033  0.3145
H: 5.023 -0.539 -0.735  0.4215
H: 4.048 0.694 -1.625  0.3498
H: 1.387 0.996 -1.274  0.4580
H: 2.630 0.082 -3.483  0.3479
H: 2.533 -1.626 -4.081  0.4541


Formula: C17H25N3O3PPb
Source: OMol25
Level of theory: wB97M-V/def2-TZVPD

Its charge is +3. The calculation puts the total energy at -1585.694263 hartree. As for the HOMO-LUMO gap: 4.282 eV. As for the largest force on an atom: 14.86 eV/Å.

Last column: Mulliken charge in e.
Atoms and positions in Å:
C: 0.966 -2.346 1.924  -1.0509
C: 1.773 -2.374 0.645  0.8390
N: 1.821 -1.209 -0.043  -0.1072
C: 2.600 -0.986 -1.158  1.1946
C: 3.379 -2.074 -1.582  -1.1544
C: 3.336 -3.294 -0.912  -0.4054
C: 2.522 -3.450 0.218  -1.0328
C: 2.546 0.306 -1.745  -1.4717
P: 1.526 1.589 -1.136  0.9248
H: 2.474 -4.393 0.780  0.5200
H: 4.020 -1.949 -2.461  0.4928
H: 3.942 -4.123 -1.272  0.4707
C: -1.303 -2.200 0.985  -0.6985
C: -0.794 -1.090 3.112  -0.9711
H: 3.175 0.505 -2.625  0.4582
H: 1.558 -1.890 2.723  0.3478
H: 0.659 -3.347 2.229  0.5647
C: 0.393 2.206 -2.361  -1.1636
C: 2.479 2.995 -0.600  -1.1879
H: -0.266 2.985 -1.943  0.4959
H: 0.998 2.647 -3.170  0.5413
H: -0.229 1.403 -2.772  0.0908
H: 1.834 3.799 -0.208  0.4408
H: 3.222 2.726 0.164  0.2975
H: 3.019 3.375 -1.484  0.4466
H: -1.043 -1.993 3.686  0.3834
H: -0.023 -0.513 3.637  0.3681
H: -1.687 -0.474 2.973  0.3442
H: -1.625 -3.088 1.540  0.4581
H: -2.150 -1.523 0.819  0.2474
H: -0.875 -2.482 0.021  0.3467
C: -0.781 1.711 1.106  -0.5079
O: -1.545 2.583 1.333  -0.1278
Pb: 0.441 0.247 0.611  2.1951
O: 2.109 0.587 2.301  -0.5444
H: 2.186 1.562 2.284  0.3531
H: 2.816 0.263 1.709  0.3879
N: -0.276 -1.506 1.787  0.1177
O: -1.158 -0.111 -0.936  -0.5788
N: -2.371 0.579 -0.868  0.4365
C: -3.281 0.421 0.195  0.3550
C: -4.513 1.062 0.139  -1.1783
C: -4.843 1.887 -0.980  -0.2447
C: -3.982 1.938 -2.017  -0.8181
C: -2.724 1.252 -1.965  0.1402
H: -2.871 0.525 1.224  0.1110
H: -5.282 1.036 0.944  0.4249
H: -5.800 2.416 -0.979  0.4695
H: -4.213 2.474 -2.948  0.4211
H: -2.157 1.335 -2.922  0.5578


Formula: C17H25N3O3S2
Source: OMol25
Level of theory: wB97M-V/def2-TZVPD

The calculation puts the total energy at -1848.530956 hartree. As for the HOMO-LUMO gap: 8.738 eV. As for the largest force on an atom: 18.61 eV/Å.

Last column: Mulliken charge in e.
Atoms and positions in Å:
C: -0.311 -3.958 -1.260  -0.6197
C: -0.906 -4.299 -0.032  -0.4120
C: -1.960 -3.175 0.359  -0.4023
C: -1.506 -2.051 1.055  -0.6415
N: -0.733 -1.372 0.067  0.6440
C: -1.247 -0.503 -0.764  0.1653
N: -0.325 0.055 -1.299  -0.3895
C: 0.894 -0.150 -0.945  0.4766
C: 2.181 0.228 -1.156  -1.4902
C: 3.221 -0.356 -0.218  0.3567
C: 2.824 -0.967 0.865  -0.9482
C: 1.478 -1.456 0.993  0.2396
C: 0.622 -1.224 0.143  -0.1326
H: 1.368 -2.133 1.946  0.1744
H: 3.691 -1.542 1.321  0.3424
S: 4.803 0.158 -0.293  1.2459
O: 5.141 0.428 -1.724  -0.7149
O: 5.712 -0.823 0.271  -0.6703
N: 5.008 1.688 0.480  -0.5026
H: 5.569 1.554 1.387  0.2678
H: 5.000 2.403 -0.104  0.2485
H: 2.398 0.945 -1.718  0.8909
S: -2.888 -0.145 -1.202  -0.1974
C: -3.538 0.973 0.188  -1.4361
C: -2.532 2.258 0.037  -0.3902
C: -2.034 2.853 -1.003  0.0298
C: -1.124 3.757 -0.638  -0.7691
C: 0.079 3.490 0.087  -0.5353
C: -0.563 2.532 1.447  -1.2548
O: -1.380 1.530 1.053  -0.4128
H: 0.335 2.154 1.800  0.5110
H: -0.990 3.249 1.911  0.7948
H: 0.773 4.136 0.470  0.6639
H: 0.544 2.502 -0.557  -0.1273
H: -0.820 4.373 -1.538  0.3002
H: -1.587 4.890 0.032  0.2453
H: -2.982 3.242 -1.647  0.1427
H: -1.633 2.151 -1.408  0.5540
H: -3.081 2.839 0.963  0.4048
H: -3.767 0.503 1.035  0.5650
H: -4.344 1.204 -0.220  0.8677
H: -1.081 -2.239 2.171  0.4009
H: -2.492 -1.460 1.490  -0.0263
H: -2.858 -3.876 1.117  0.2810
H: -2.798 -2.900 -0.563  0.1683
H: -1.397 -5.322 -0.152  0.3418
H: -0.233 -4.501 0.808  0.2623
H: 0.401 -4.937 -1.611  0.2514
H: -1.069 -3.690 -2.232  0.1811
H: 0.137 -3.012 -1.212  0.0550


> Which of these has the highest largest force on an atom?

C17H25N3O3S2


> Which of these has the lowest HOMO-LUMO gap?

C17H25N3O3PPb


> Look up the HOMO-LUMO gap of the first one.

8.013 eV


> Which value of largest force on an atom does entry 3 give?

18.61 eV/Å